Record 1
DFT (ωB97M-V/def2-TZVPD) results for the molecule C6H9N.

```
16
Properties=species:S:1:pos:R:3:forces:R:3
C 2.02201 -0.03598 -0.08975 -0.03 0.02 -0.02
C 0.53675 0.09063 0.01644 0.37 0.01 0.03
C -0.41005 -0.79160 0.73570 -0.14 -0.32 0.25
C -1.05279 -1.14876 -0.57054 -0.03 -0.25 0.17
N -0.51664 0.18260 -1.13138 0.27 0.12 -0.24
C -1.15676 1.28246 -0.33543 -0.30 -0.10 0.01
C -0.48747 0.73380 0.90024 -0.02 0.14 0.24
H 2.53869 0.86815 -0.42752 -0.19 -0.08 0.01
H 2.26645 -0.85381 -0.77855 -0.01 0.15 0.08
H 2.41502 -0.31398 0.89610 -0.04 0.12 -0.17
H -0.25363 -1.37936 1.63102 0.22 -0.13 -0.14
H -0.48926 -1.86408 -1.18379 -0.04 -0.13 0.55
H -2.08917 -1.53878 -0.50057 0.03 1.09 -0.69
H -2.24118 1.32237 -0.46416 -0.03 -0.06 0.28
H -0.73187 2.27191 -0.58055 -0.09 -0.55 -0.22
H -0.35009 1.17444 1.88274 0.03 -0.02 -0.16
```
Forces are in eV/Å.

Output
SMILES: C[C@]12[C@@H]3CN1C[C@@H]32
Frontier orbital gap: 10.0 eV
E: -7854.587 eV

natural (NBO) atomic charge list, values in e, 4 entries: C -0.617; C 0.114; C -0.273; C -0.231

***

Record 2
DFT (ωB97M-V/def2-TZVPD) results for a structure of composition C28H25Cl3F5IMnN2PS.

```
67
Properties=species:S:1:pos:R:3:forces:R:3
Mn -0.79033 -0.25373 1.00750 -0.24 1.19 -0.17
S -1.45048 -4.51176 -0.40834 0.17 0.56 0.23
C 0.01632 -4.56465 0.53793 -0.20 0.42 -0.02
C 0.80121 -5.65764 0.85920 0.05 -0.13 -0.05
C 1.92311 -5.44882 1.63941 -0.04 -0.10 -0.05
C 2.24649 -4.17511 2.09796 0.00 0.07 0.01
C 1.45825 -3.08709 1.79201 -0.16 0.16 -0.09
C 0.32558 -3.27236 1.00408 0.61 -1.01 0.14
N -0.57252 -2.31274 0.62733 -0.84 0.17 -0.45
C -1.54787 -2.78886 -0.09858 0.63 -0.67 0.38
C -2.62227 -1.92542 -0.49669 -0.62 0.93 -0.10
C -3.68702 -2.39270 -1.27039 0.33 -0.03 0.16
C -4.73911 -1.55245 -1.55898 -0.16 0.05 -0.11
C -4.71946 -0.24978 -1.07803 0.00 -0.14 -0.03
C -3.64711 0.21300 -0.33313 0.36 0.06 0.29
C -2.54745 -0.58791 -0.00267 -0.70 -0.79 -0.38
H 0.53532 -6.64473 0.51306 0.01 -0.11 -0.04
H 2.55007 -6.28646 1.90760 0.04 -0.08 0.00
H 3.11254 -4.02224 2.72234 0.06 0.04 0.10
H 1.69612 -2.11247 2.18599 0.08 0.06 0.06
H -3.67391 -3.41563 -1.62918 -0.09 -0.02 -0.05
H -5.57057 -1.90416 -2.15295 -0.06 -0.03 -0.04
H -5.54886 0.41368 -1.28695 -0.03 0.04 -0.03
H -3.67691 1.24155 -0.00195 0.06 0.07 0.07
Cl 2.71919 -1.57835 4.45221 0.38 -0.01 -0.06
C 0.58473 -0.73358 5.27728 0.54 0.26 1.50
Cl 0.23057 -1.93401 6.46351 -0.14 0.00 -0.06
Cl 1.03361 0.81927 5.89113 -0.09 -0.07 -0.08
C -0.11458 -0.74899 4.10952 -0.91 -0.27 -2.24
N -0.59562 -0.79262 3.04551 0.48 -0.15 1.78
F 0.93649 -1.21778 -1.20327 0.40 -0.03 -0.05
C 1.80645 -0.64184 -0.32003 -0.23 0.49 0.36
C 1.27726 0.13013 0.71647 1.20 -0.53 -0.12
C 2.26142 0.68038 1.54281 -0.55 -0.21 -0.42
F 1.87639 1.47808 2.55922 0.15 -0.02 0.11
C 3.62757 0.48005 1.37963 0.03 0.12 0.03
F 4.52028 1.06493 2.19479 -0.18 -0.15 -0.14
C 4.08201 -0.31673 0.33615 -0.14 -0.06 -0.03
F 5.39737 -0.53497 0.15557 -0.33 0.11 0.06
C 3.15526 -0.87942 -0.53087 -0.07 -0.04 -0.15
F 3.56369 -1.64297 -1.56593 0.04 0.14 0.22
C -2.59279 2.43090 -3.02867 0.13 0.02 0.14
C -1.44302 3.17246 -2.35113 0.28 -0.14 0.08
P -0.32120 1.99042 -1.42760 0.01 0.22 -0.44
C 0.88808 3.12574 -0.56077 -0.14 -0.17 -0.08
C 0.86384 4.61267 -0.88815 0.12 -0.18 0.04
C 0.65038 1.40895 -2.91491 -0.03 0.17 0.24
C 1.62676 2.39161 -3.54599 -0.18 -0.10 -0.03
H -3.39797 3.11972 -3.26911 -0.15 0.08 -0.11
H -2.99000 1.65829 -2.37393 -0.07 -0.04 0.00
H -2.27324 1.95602 -3.95171 0.03 -0.12 -0.14
H -1.84929 3.87469 -1.62637 0.09 0.03 -0.01
H -0.86884 3.73681 -3.09117 -0.05 0.11 0.06
H 1.88336 2.71107 -0.73850 0.00 -0.03 0.03
H 0.69514 2.99959 0.50546 0.05 -0.07 0.02
H 1.05841 4.80238 -1.93894 -0.01 0.07 -0.18
H 1.63398 5.12074 -0.30948 0.06 0.11 0.05
H -0.09306 5.05064 -0.62087 -0.13 0.09 -0.01
H -0.11695 1.12254 -3.63989 0.03 -0.08 -0.01
H 1.18548 0.49991 -2.65431 -0.06 -0.10 0.05
H 1.14160 3.33460 -3.78306 0.01 0.16 -0.09
H 2.01770 1.96942 -4.46973 0.14 0.05 -0.13
H 2.46673 2.59609 -2.88631 0.08 0.04 0.04
I -2.26000 3.35427 1.22671 0.02 -0.19 0.07
C -1.39924 1.52073 1.98226 -0.23 0.10 0.46
H -2.17736 1.20597 2.69400 0.25 -0.03 -0.29
H -0.56171 1.90065 2.58186 -0.10 -0.25 -0.28
```
Forces are in eV/Å.

Output
Charge: -1
Multiplicity: 6
Frontier orbital gap (spin up / spin down): 6.6 / 7.4 eV
E: -143121.604 eV

natural (NBO) atomic charge list, values in e, 4 entries: Mn 1.357; S 0.383; C -0.217; C -0.232